89
Properties=species:S:1:pos:R:3 method="wB97M-V/def2-TZVPD" spin_multiplicity=6 total_energy_ha=-4348.11881 total_charge=-2 relative_energy_ev=0.480 s_squared=8.77 orbital_gap_ev="5.95 / 6.21"
Fe -0.46 0.69 -0.14
C -3.38 3.83 -1.09
C -2.16 3.30 -0.64
N -2.07 2.23 0.10
C -3.21 1.56 0.43
C -4.47 1.95 -0.05
C -4.53 3.14 -0.82
C -5.61 1.15 0.22
C -5.44 0.00 0.94
C -4.19 -0.37 1.47
C -3.06 0.40 1.27
N -1.79 0.12 1.74
C -1.64 -0.35 2.99
C -2.63 -0.33 3.99
C -2.40 -0.78 5.30
C -1.19 -1.27 5.70
C -0.13 -1.27 4.76
C 1.17 -1.72 5.11
C 2.17 -1.67 4.19
C 1.88 -1.18 2.90
N 0.69 -0.78 2.55
C -0.33 -0.81 3.43
H -3.39 4.73 -1.69
H -1.22 3.77 -0.93
H -5.48 3.48 -1.20
H -6.57 1.45 -0.17
H -6.30 -0.64 1.12
H -4.11 -1.29 2.03
H -3.60 0.07 3.75
H -3.22 -0.73 6.01
H -1.02 -1.62 6.71
H 1.34 -2.08 6.11
H 3.18 -2.00 4.42
H 2.66 -1.12 2.15
S -0.45 1.74 -2.71
C -0.76 0.32 -3.64
C -0.53 0.33 -5.03
C -0.78 -0.77 -5.84
C -0.53 -0.68 -7.25
N -0.34 -0.61 -8.38
C -1.29 -1.95 -5.26
C -1.52 -1.98 -3.89
C -1.26 -0.89 -3.06
S -1.60 -1.06 -1.35
C -1.59 -3.10 -6.06
N -1.84 -4.03 -6.69
H -0.14 1.23 -5.47
H -1.91 -2.88 -3.44
C 0.72 -4.48 -1.81
C 1.30 -3.83 -0.56
C 2.32 -4.75 0.12
C 0.24 -3.40 0.39
H 1.50 -4.74 -2.52
H 0.02 -3.80 -2.30
H 0.18 -5.39 -1.55
H 1.84 -2.93 -0.87
H 1.84 -5.68 0.44
H 2.76 -4.28 0.99
H 3.13 -5.01 -0.58
H 0.45 -2.68 1.15
H -0.77 -3.77 0.28
C 3.06 2.62 -2.20
Si 2.76 1.06 -1.18
C 4.49 0.64 -0.48
C 2.42 -0.40 -2.33
C 1.56 1.23 0.21
Si 1.66 2.69 1.30
C 0.54 2.58 2.81
C 3.40 2.98 2.03
C 1.21 4.32 0.43
H 3.73 2.39 -3.04
H 3.53 3.40 -1.60
H 2.12 2.99 -2.62
H 5.20 0.43 -1.28
H 4.44 -0.25 0.16
H 4.90 1.46 0.13
H 2.67 -0.16 -3.36
H 1.37 -0.69 -2.30
H 3.02 -1.26 -2.03
H 1.88 0.41 0.87
H 1.01 1.99 3.61
H -0.41 2.10 2.57
H 0.33 3.57 3.22
H 3.77 2.06 2.49
H 3.38 3.76 2.79
H 4.11 3.27 1.25
H 0.16 4.57 0.62
H 1.36 4.25 -0.65
H 1.82 5.15 0.80